Below is C24H29AlF10N2O12PS3 as an isolated structure at a distorted geometry, with properties calculated with ωB97M-V with the def2-TZVPD basis set.

XYZ file:
```
82
Properties=species:S:1:pos:R:3:forces:R:3:lowdin_charge:R:1
C -3.209262 -1.256028 -0.745299 0.12 0.27 -0.41 -0.0454
C -1.921382 -2.036920 -0.647709 -0.11 -0.20 0.85 -0.4325
F -1.203756 -1.744883 -1.846484 0.15 -0.04 -0.31 -0.0979
C -1.091672 -1.757012 0.586014 0.47 0.84 -0.64 -0.1708
Al 0.566999 -0.622111 0.193647 -0.43 -1.18 -0.59 0.3262
C 1.781724 -1.760415 -0.935921 0.49 0.94 0.54 -0.2254
C 3.036654 -1.105832 -1.523365 -0.14 -0.88 -0.51 -0.3524
C 2.739781 -0.138571 -2.666776 -0.27 0.67 0.36 -0.4575
S 3.129835 1.510002 -2.000646 0.42 0.16 -0.12 0.8878
C 2.981573 2.593518 -3.386828 0.30 -0.64 0.27 -1.0638
S 1.735071 2.670641 -4.391722 -0.09 -0.12 -0.48 0.7253
N 4.129445 3.430091 -3.496055 -1.31 0.01 0.56 -0.1909
C 4.427955 4.330333 -2.508017 1.94 0.58 -0.90 -0.0758
C 5.620097 4.891037 -2.940371 -1.13 -0.36 0.65 -0.1572
N 6.012413 4.356461 -4.122808 -0.03 -0.73 -0.84 0.0395
C 5.093305 3.458427 -4.456208 0.37 1.17 1.07 -0.1657
P -0.239816 1.398963 -0.792595 0.41 0.82 0.61 0.2461
S 0.439162 3.094420 0.036788 0.03 0.08 -0.02 -0.0861
C 1.424657 -0.131898 2.006424 -0.33 -0.77 -0.68 -0.4054
F 2.269156 0.947711 2.011292 -0.26 0.08 -0.44 -0.0132
F 0.409823 0.143826 2.891613 -0.11 0.29 0.41 0.0329
C 2.226479 -1.244861 2.678934 -0.14 0.34 0.92 -0.5754
F 1.448245 -2.303511 2.948686 0.23 -0.03 -0.33 0.1487
F 2.716310 -0.823737 3.882806 0.08 -0.14 -0.24 0.1165
F 3.279713 -1.631160 1.951907 -0.10 -0.07 -0.04 0.1498
H -3.647032 -1.045224 0.220475 -0.15 -0.14 0.22 0.0759
H -2.980303 -0.307956 -1.220231 0.06 0.31 0.04 0.0594
H -3.926692 -1.745943 -1.389925 -0.24 -0.21 -0.03 0.0594
H -2.117506 -3.104365 -0.691526 -0.08 -0.25 -0.32 0.1239
H -0.730932 -2.686034 1.013928 -0.01 -0.14 0.30 0.0560
H -1.706083 -1.208570 1.290173 -0.07 -0.10 0.44 0.0521
H 1.257071 -2.259001 -1.738717 -0.26 -0.02 -0.04 0.0291
H 2.146677 -2.547427 -0.272328 -0.14 -0.22 0.17 0.0597
H 3.662147 -0.653005 -0.759236 0.07 0.22 0.16 0.0741
H 3.653732 -1.883934 -1.973244 0.26 -0.16 0.05 0.1000
H 3.370847 -0.317816 -3.525131 0.15 0.05 -0.25 0.0738
H 1.698440 -0.154684 -2.964417 -0.21 -0.15 -0.07 0.0541
H 3.874522 4.515895 -1.613727 -0.42 -0.26 0.15 0.1114
H 6.177109 5.629272 -2.399281 0.25 0.21 -0.10 0.0896
H 5.060175 2.809148 -5.304894 0.06 -0.08 -0.27 0.1155
H -1.642434 1.451299 -0.650732 -0.04 -0.28 -0.44 -0.0942
H -0.030165 1.414158 -2.191029 -0.34 -0.12 -0.05 -0.1078
C -8.762184 -1.353258 0.446528 -0.24 0.07 -0.14 -0.0611
C -7.507401 -0.789261 1.068395 0.11 -0.20 0.29 -0.3109
O -6.517404 -1.718825 0.654788 -0.20 0.21 -0.34 0.1306
C -6.936155 -2.248998 -0.531082 -0.10 -0.02 0.07 -0.5453
O -6.265055 -2.853294 -1.291585 0.15 -0.18 0.00 0.1808
O -8.253365 -1.977306 -0.732471 0.00 0.09 0.12 0.0664
F -7.583004 -0.781025 2.420670 0.07 -0.03 -0.05 0.0771
H -9.225849 -2.103704 1.088462 0.11 0.02 0.12 0.1423
H -9.495636 -0.591376 0.195889 0.05 -0.02 -0.19 0.1375
H -7.235349 0.207060 0.717061 0.06 0.04 0.14 0.1768
C -3.302902 3.498518 5.235539 0.15 0.27 -0.06 -0.0551
C -3.022471 2.109463 5.759090 -0.38 -0.05 0.11 -0.3072
O -3.866376 1.307481 4.952166 0.34 0.09 -0.10 0.1304
C -4.022790 1.956713 3.759747 -0.10 0.06 -0.06 -0.5483
O -4.456417 1.467801 2.775752 -0.18 -0.14 -0.08 0.1813
O -3.617354 3.243334 3.865217 0.04 -0.03 0.21 0.0781
F -3.389938 1.975814 7.062969 0.00 -0.04 -0.12 0.0637
H -4.167819 3.945211 5.729234 -0.01 -0.13 0.10 0.1412
H -2.452411 4.169316 5.321181 0.03 -0.03 -0.22 0.1409
H -1.992287 1.780343 5.642711 0.10 -0.07 0.12 0.1747
C 5.607111 1.405041 2.992247 0.07 -0.23 -0.01 -0.0494
C 4.337053 2.127688 3.379056 0.01 0.03 0.20 -0.3068
O 4.458054 3.346141 2.666107 0.07 -0.13 -0.27 0.1383
C 5.206511 3.094767 1.553651 -0.25 -0.08 0.18 -0.5421
O 5.272863 3.806213 0.612611 0.19 0.23 -0.14 0.1708
O 5.843825 1.902076 1.671714 -0.05 0.06 0.13 0.0710
F 4.295459 2.392571 4.714616 0.12 0.15 0.10 0.0607
H 6.440538 1.682558 3.640384 -0.07 0.09 0.08 0.1384
H 5.498486 0.323656 2.987333 -0.03 0.00 -0.22 0.1339
H 3.417213 1.624655 3.082785 0.49 0.32 0.48 0.1309
C -0.396654 -3.801307 -4.094381 -0.27 0.32 0.15 -0.0482
C -0.748656 -5.254078 -4.302170 0.21 0.03 -0.30 -0.3113
O 0.516299 -5.887546 -4.241133 -0.16 0.01 0.31 0.1238
C 1.315566 -5.114839 -3.439259 -0.01 0.16 -0.07 -0.5440
O 2.339638 -5.474069 -2.971142 0.15 -0.08 -0.03 0.1838
O 0.759051 -3.896021 -3.256619 -0.07 -0.30 -0.22 0.0569
F -1.302138 -5.478463 -5.523968 0.05 -0.05 0.05 0.0651
H -0.129171 -3.310772 -5.031400 0.00 -0.16 -0.10 0.1470
H -1.180904 -3.230958 -3.603103 0.18 0.02 0.19 0.1251
H -1.400063 -5.675624 -3.535056 -0.10 -0.04 -0.10 0.1725
```
Positions in Å, forces in eV/Å.

Properties
- strongest force on any atom (eV/A) = 2.21
- LUMO level (eV) = 1.685
- gap between HOMO and LUMO (eV) = 6.332
- charge = -1